120
Properties=species:S:1:pos:R:3:forces:R:3:lowdin_charge:R:1 method="wB97M-V/def2-TZVPD" max_force_ha_per_bohr=0.1850 de_lowest_kj_mol=1382.16 charge=+1 homo_ev=-11.2 mol_weight_g_mol=1235.59 homo_lumo_gap_ha=0.306
C 5.093 -4.199 0.688 -2.55 1.61 1.52 -0.01
C 4.040 -3.350 1.307 2.74 -2.00 -1.15 -0.12
C 3.029 -2.316 0.537 -0.46 -1.17 1.25 -0.12
C 2.451 -2.844 -0.902 -0.75 -0.47 0.07 -0.28
C 3.291 -2.253 -2.199 0.27 -0.28 -0.08 -0.01
C 4.892 -2.033 -1.923 2.66 6.09 3.02 -0.21
O 5.268 -0.840 -1.412 -2.44 -7.55 -3.33 -0.01
O 5.963 -3.012 -2.210 -0.96 2.87 1.18 -0.02
C 7.270 -2.544 -1.707 3.76 1.15 6.50 -0.25
C 8.495 -2.068 -2.741 -0.54 -0.80 -0.31 -0.01
O 7.604 -2.496 -0.391 -3.19 -0.82 -8.93 -0.01
C 2.133 -4.459 -1.107 0.16 0.89 -1.32 -0.05
C 0.760 -4.861 -0.239 2.68 -1.57 -1.65 -0.34
C -0.031 -5.784 -1.387 -0.51 -0.97 -0.44 -0.10
C 0.840 -7.089 -1.883 2.83 -1.21 -3.50 -0.28
C 0.847 -8.570 -1.135 0.55 0.39 -0.56 -0.08
N 1.621 -7.016 -3.043 -3.41 0.15 5.09 0.08
C 1.054 -5.584 1.236 0.94 0.77 0.06 -0.57
I -0.734 -6.687 1.991 0.45 0.96 -0.54 0.87
C 2.345 -6.593 1.231 0.77 -0.52 1.03 -0.28
C 2.155 -7.957 2.141 1.39 -0.42 0.07 -0.22
N 0.088 -3.471 -0.210 -1.91 1.53 -3.30 -0.19
P -0.825 -2.989 1.243 -1.64 -0.05 5.95 0.99
O -0.339 -1.442 1.875 -1.37 -1.03 -3.39 -0.28
O -2.540 -2.867 0.945 2.61 2.28 -0.13 -0.29
C 0.856 -2.339 -0.925 1.99 1.71 -2.44 -0.21
C 0.141 -2.075 -2.376 -0.29 0.06 -0.94 -0.23
C -1.308 -1.252 -2.265 0.30 -1.81 -1.63 -0.70
C -2.250 -1.887 -3.490 -0.05 0.03 -0.28 -0.20
I -0.890 0.832 -2.891 -0.32 -1.29 0.92 0.96
H 6.061 -4.536 1.294 -2.70 0.48 -1.14 0.10
H 5.000 -4.640 -0.401 0.49 1.64 2.16 0.07
H 3.959 -3.398 2.496 0.56 0.79 -2.77 0.10
H 2.086 -2.179 1.255 2.01 -0.30 -1.40 0.10
H 3.537 -1.246 0.498 -0.94 -2.31 -0.27 0.15
H 3.182 -2.980 -3.114 0.02 1.55 1.71 0.14
H 2.840 -1.168 -2.409 1.47 -2.42 0.26 0.15
H 8.292 -0.954 -3.098 0.39 -2.46 0.88 0.11
H 9.522 -2.180 -2.162 -2.53 0.46 -0.98 0.11
H 8.582 -2.782 -3.684 -0.53 1.57 1.94 0.10
H 3.022 -5.218 -1.117 -1.82 1.62 0.68 0.12
H 1.809 -4.469 -2.255 0.52 -0.15 2.50 0.11
H -1.068 -6.183 -1.018 1.96 0.72 -0.38 0.10
H -0.258 -5.159 -2.378 0.77 -1.15 2.26 0.13
H 1.983 -8.763 -0.826 -2.61 0.42 -0.41 0.09
H 0.615 -9.398 -1.963 0.21 1.95 1.91 0.11
H 0.126 -8.636 -0.216 1.46 0.06 -1.87 0.03
H 2.104 -7.931 -3.207 -0.72 0.77 0.39 0.05
H 1.272 -4.779 2.091 -0.69 -1.61 -2.13 0.08
H 2.709 -6.942 0.177 -0.92 0.90 1.90 0.09
H 3.238 -5.992 1.747 -2.00 -1.24 -1.40 0.11
H 1.853 -7.738 3.267 0.40 -0.42 -2.58 0.07
H 1.480 -8.781 1.631 1.21 1.93 1.24 0.05
H 3.242 -8.446 2.208 -2.27 1.08 -0.19 0.10
H -0.701 -3.613 -0.910 0.75 0.09 0.79 0.13
H -0.563 -0.683 1.258 0.41 -0.73 0.97 0.08
H -2.813 -1.978 1.353 0.24 -1.62 -0.84 0.09
H 0.845 -1.273 -0.443 -0.35 -2.28 -0.14 0.15
H -0.091 -3.072 -2.986 0.63 1.85 1.53 0.11
H 0.797 -1.416 -3.125 -1.19 -1.61 1.97 0.09
H -1.807 -1.338 -1.210 0.81 0.38 -2.07 0.07
H -1.647 -1.953 -4.518 -1.06 0.32 2.43 0.10
H -3.198 -1.240 -3.717 1.84 -1.23 0.67 0.08
H -2.586 -2.982 -3.247 0.59 2.01 -0.22 0.08
C -0.037 6.046 1.227 -0.05 -0.38 -0.01 -0.06
C -0.386 6.877 0.006 0.00 0.49 0.83 -0.21
O -0.288 6.084 -1.186 -1.36 -1.29 -1.19 0.01
C -1.377 5.307 -1.486 -0.79 1.66 2.88 -0.32
O -2.393 5.257 -0.797 2.20 -0.33 -2.07 0.15
C -1.159 4.558 -2.801 0.32 -0.95 -2.10 -0.49
F 0.086 4.008 -2.896 -0.91 0.52 0.42 0.09
F -1.295 5.376 -3.885 0.04 -0.43 1.24 0.14
F -2.039 3.534 -2.984 0.50 1.35 0.54 0.01
H 0.948 5.583 1.110 -0.05 0.21 0.02 0.08
H -0.034 6.665 2.129 0.00 -0.04 -0.16 0.09
H -0.756 5.232 1.369 -0.01 0.20 0.01 0.08
H 0.334 7.696 -0.096 -0.08 -0.30 -0.32 0.13
H -1.379 7.331 0.096 0.11 -0.29 -0.16 0.13
C -3.265 7.391 -5.462 -0.11 -0.17 0.32 -0.07
C -3.980 8.676 -5.833 0.80 -0.09 -0.33 -0.21
O -5.320 8.674 -5.317 -0.88 0.64 1.78 0.01
C -5.462 9.050 -4.005 3.21 0.22 -0.61 -0.32
O -4.525 9.370 -3.280 -2.58 -0.69 -1.27 0.14
C -6.938 9.051 -3.603 -2.51 -0.05 0.45 -0.46
F -7.607 7.948 -4.046 0.98 0.84 0.27 0.14
F -7.605 10.128 -4.109 1.02 -0.81 0.29 0.15
F -7.122 9.088 -2.254 0.95 0.24 -1.58 0.11
H -3.841 6.521 -5.792 0.10 0.15 -0.10 0.09
H -2.273 7.354 -5.920 -0.14 0.04 0.03 0.08
H -3.150 7.302 -4.377 0.05 0.12 -0.16 0.07
H -4.060 8.750 -6.922 -0.35 0.01 0.27 0.13
H -3.429 9.560 -5.490 -0.26 -0.17 0.14 0.13
C 6.197 -3.605 8.355 -0.22 0.32 0.03 -0.06
C 5.950 -4.570 7.211 0.91 -0.01 0.41 -0.21
O 4.576 -4.518 6.796 -1.20 1.14 -1.51 0.01
C 4.245 -3.508 5.929 3.33 0.33 0.66 -0.33
O 5.044 -2.673 5.514 -2.39 -1.75 0.60 0.14
C 2.771 -3.601 5.532 -2.49 0.17 -0.08 -0.47
F 1.953 -3.849 6.596 1.12 0.22 -0.84 0.15
F 2.544 -4.606 4.638 0.57 0.55 0.47 0.12
F 2.302 -2.462 4.952 0.91 -0.94 0.49 0.14
H 5.501 -3.798 9.178 0.16 -0.11 -0.09 0.09
H 7.221 -3.698 8.726 -0.14 -0.04 -0.08 0.09
H 6.036 -2.569 8.039 0.13 -0.15 -0.03 0.08
H 6.141 -5.594 7.548 -0.39 0.13 -0.17 0.13
H 6.622 -4.378 6.367 -0.32 0.11 0.05 0.13
C -8.376 8.180 0.186 -0.33 -0.26 0.04 -0.06
C -7.230 8.233 1.179 0.15 -0.01 -0.87 -0.21
O -7.730 8.353 2.519 -0.49 -1.37 1.53 0.01
C -8.115 7.185 3.126 1.03 -0.87 -2.95 -0.32
O -8.058 6.083 2.588 -0.32 2.36 1.74 0.14
C -8.577 7.450 4.560 -1.04 0.43 2.40 -0.47
F -9.391 8.541 4.659 0.77 -0.93 -0.52 0.14
F -7.528 7.682 5.401 -0.53 -0.27 -1.06 0.14
F -9.273 6.410 5.097 0.81 0.77 -0.99 0.14
H -9.036 9.044 0.313 0.19 -0.01 -0.05 0.09
H -7.999 8.169 -0.840 -0.24 -0.14 0.63 0.05
H -8.990 7.286 0.339 0.17 0.05 0.00 0.08
H -6.621 9.123 0.987 -0.18 -0.07 0.38 0.13
H -6.570 7.364 1.082 -0.26 0.05 0.21 0.13